1.
Density functional theory data (ωB97M-V with the def2-TZVPD basis set) for a single C8H11N molecule at a distorted geometry.

Computed properties:
* relative energy (zero: lowest compared OMol25 entry of this formula, charge and spin): 42.0 kcal per mole
* max |F|: 2.7 eV/A
* HOMO energy: -8.8 eV

```
! RIJCOSX wB97M-V def2-TZVPD def2/J DEFGRID3
* xyz 0 1
C -1.6549 -1.1193 -0.0916
C -1.4414 0.1467 0.6898
C 0.0177 0.6260 1.0400
C 0.2667 1.5324 -0.2043
N 0.0268 0.5590 -1.2159
C -1.3587 0.1438 -0.7839
C 0.8562 -0.5588 -0.7602
C 2.2209 -0.3958 -0.1046
C 0.9376 -0.5495 0.7438
H -2.7394 -1.3356 -0.1876
H -1.0125 -2.0288 -0.0449
H -2.2578 0.7339 1.1727
H 0.1081 1.0922 2.0447
H -0.4105 2.4202 -0.3035
H 1.3516 1.8259 -0.1980
H -2.0978 0.5800 -1.4416
H 0.7404 -1.4710 -1.3743
H 2.7348 0.5490 -0.1762
H 2.8942 -1.2900 -0.1071
H 0.8180 -1.4604 1.3027
*
```

2.
Density functional theory data (ωB97M-V with the def2-TZVPD basis set) for a molecular structure, C8H11N at a distorted geometry.

Computed properties:
* relative energy (zero: lowest compared OMol25 entry of this formula, charge and spin): 193.4 kcal per mole
* max |F|: 6.9 eV/A
* HOMO energy: -8.2 eV

```
! RIJCOSX wB97M-V def2-TZVPD def2/J DEFGRID3
* xyz 0 1
C 0.9746 0.7507 0.0854
C 0.0872 1.6272 0.8946
C -0.5083 1.2311 -0.5590
C -1.3900 -0.0523 -0.4563
C -2.6864 0.0751 -0.1996
C -0.4432 -1.1996 -0.5633
C 0.5269 -2.2859 -0.1256
C 0.6709 -0.8167 0.5521
H 2.7157 -0.1431 -0.7314
H 2.6670 1.3370 0.6483
H -0.1842 1.3626 1.8320
H 0.5344 2.6794 0.8011
H -0.2711 1.8999 -1.3585
H -3.1140 -1.0670 0.2010
H -3.2332 1.0824 -0.0141
H -0.0835 -0.8221 -1.5390
H 1.1165 -2.7461 -1.0570
H 0.2287 -3.0362 0.5872
H 0.1755 -0.9865 1.4801
N 2.2166 1.1098 -0.4777
*
```

Short version: lowest unoccupied orbital energy = 0.041; 0.022 Eh, in the order given.